DFT (wB97M-V/def2-TZVPD) results for 2 unconnected molecules or ions with the total composition C5H11N3.

total energy	-360.6388	hartree
charge	+2
energy above the lowest of the compared OMol25 structures with the same formula, charge and spin	430.56	kJ/mol

```
19
Properties=species:S:1:pos:R:3:lowdin_charge:R:1
N 0.301 -0.985 0.468 0.233
H -0.369 -3.303 -1.321 0.134
H 0.709 -1.574 -2.483 0.168
H 0.572 2.646 4.211 0.161
C -0.220 -1.328 -2.027 -0.164
H -1.850 -2.612 -1.423 0.182
C 0.447 2.661 3.093 0.029
H -0.713 0.611 -2.910 0.142
H -0.558 2.302 2.793 0.139
C 1.463 1.894 2.560 -0.036
H -2.123 -0.178 -2.200 0.109
N -0.869 -2.500 -1.204 0.259
C -1.194 -0.467 -2.792 -0.033
H 0.000 -1.481 1.327 0.119
C -0.180 -1.295 -0.642 -0.274
H 3.194 1.134 1.539 0.174
H 0.516 3.664 2.790 0.116
H -1.588 -0.769 -3.860 0.142
N 2.461 1.582 2.082 0.400
```



DFT (wB97M-V/def2-TZVPD) results for 2 unconnected molecules or ions with the total composition C5H11N3.

total energy	-360.4261	hartree
charge	+2
energy above the lowest of the compared OMol25 structures with the same formula, charge and spin	988.91	kJ/mol

```
19
Properties=species:S:1:pos:R:3:lowdin_charge:R:1
H 2.864 1.150 0.874 0.234
H 1.129 -0.745 -1.365 0.118
H 1.868 -4.146 1.678 0.038
H 1.568 2.399 0.574 0.188
H 1.668 -2.171 1.927 -0.032
H 1.546 1.487 1.866 0.195
H -4.614 1.039 -1.155 0.142
H -0.411 -0.106 -2.811 0.150
N 1.823 1.440 0.850 0.149
N -1.490 0.517 -1.168 0.170
H -4.115 1.574 0.620 0.173
C 1.330 -3.192 1.796 0.169
C -2.618 0.822 -0.769 0.002
N 0.823 0.531 0.335 0.083
H 1.665 0.887 -1.658 0.132
C 0.943 0.270 -1.127 -0.100
C -3.809 1.047 -0.384 0.176
C -0.487 0.313 -1.851 0.061
H 0.316 -3.118 1.768 -0.050
```



DFT (wB97M-V/def2-TZVPD) results for 2 unconnected molecules or ions with the total composition C5H11N3O.

total energy	-436.5607	hartree
energy above the lowest of the compared OMol25 structures with the same formula, charge and spin	226.67	kJ/mol
SMILES string	CC(C)C(N)=O.N#CN

```
20
Properties=species:S:1:pos:R:3:lowdin_charge:R:1
N -1.483 -2.049 -0.859 0.136
H -0.751 -0.121 1.932 0.078
H -2.340 -2.504 -0.581 0.118
C 0.796 -0.484 -0.543 -0.547
H -0.608 -2.525 -0.658 0.086
H -0.380 2.418 1.103 0.075
H 0.649 0.908 -2.066 0.094
H -1.023 1.386 -0.234 0.051
C 0.042 1.858 0.274 -0.117
H 1.883 0.845 0.681 0.138
H 1.284 -0.608 -2.503 0.109
H 0.580 0.634 2.805 0.080
N 1.114 0.062 -1.770 0.160
H 0.524 2.507 -0.451 0.067
O 1.145 -1.632 -0.277 -0.003
N -1.950 0.338 -0.741 0.162
C 0.332 0.006 1.949 -0.069
C 0.809 0.660 0.662 -0.341
H 0.791 -0.973 2.073 0.074
C -1.415 -0.727 -0.795 -0.351
```



DFT (wB97M-V/def2-TZVPD) results for C5H11N3O in the gas phase.

total energy	-436.5304	hartree
energy above the lowest of the compared OMol25 structures with the same formula, charge and spin	306.16	kJ/mol

```
20
Properties=species:S:1:pos:R:3:lowdin_charge:R:1
H -1.396 1.813 0.072 0.085
H 0.852 -2.177 1.436 0.108
H 0.051 0.236 -3.425 0.103
H 0.188 -1.917 -2.425 0.106
H -0.634 1.235 2.359 0.073
H 0.101 2.467 0.329 0.084
H -1.793 -0.072 1.992 0.082
H 2.155 -0.327 0.348 0.054
H -0.519 -0.318 3.184 0.081
N -0.323 0.508 -2.532 0.150
C 0.181 -0.369 1.178 -0.487
C -0.757 0.162 2.237 -0.035
N -0.432 1.828 -0.255 0.061
C 0.173 0.517 -0.191 -0.419
C 1.367 0.316 0.748 -0.027
H 0.496 -1.998 -0.749 0.083
C 0.124 -0.163 -1.431 -0.307
N 0.543 -1.449 -1.605 0.162
O 0.034 -1.796 1.088 -0.045
H -0.410 1.504 -2.357 0.088
```



DFT (wB97M-V/def2-TZVPD) results for C5H11N3O in the gas phase.

total energy	-436.6171	hartree
energy above the lowest of the compared OMol25 structures with the same formula, charge and spin	78.48	kJ/mol
SMILES string	[H]/N=C(\N)C(C)(C)C(N)=O

```
20
Properties=species:S:1:pos:R:3:lowdin_charge:R:1
N 1.689 0.792 -1.407 0.136
H 2.634 0.752 -1.771 0.105
C 1.258 -0.405 -0.843 -0.515
N -0.575 0.963 1.947 0.163
H -1.568 0.959 1.787 0.095
C 0.228 0.237 1.124 -0.454
C -1.281 0.619 -0.895 -0.048
H -1.334 0.322 -1.942 0.092
H -1.615 -1.734 0.701 0.082
C -0.277 -0.277 -0.184 -0.399
O 1.711 -1.476 -1.194 0.035
H -2.275 0.538 -0.450 0.082
H 1.106 1.610 -1.461 0.080
N 1.498 0.074 1.202 0.148
H -1.142 -2.076 -0.986 0.089
C -0.801 -1.703 -0.023 -0.037
H -0.211 1.282 2.832 0.105
H -0.984 1.666 -0.859 0.075
H 1.951 0.224 2.100 0.078
H -0.012 -2.367 0.320 0.086
```



DFT (wB97M-V/def2-TZVPD) results for a molecular structure, C5H11N3O.

total energy	-436.4471	hartree
energy above the lowest of the compared OMol25 structures with the same formula, charge and spin	524.90	kJ/mol

```
20
Properties=species:S:1:pos:R:3:lowdin_charge:R:1
O -0.316 -0.590 -1.878 -0.096
N 0.107 0.126 0.630 -0.202
H -1.962 -2.761 0.321 0.051
H -0.539 -3.139 -0.793 0.053
C -0.894 -1.094 -0.427 -0.312
C -1.137 -2.398 -0.277 0.009
H 1.708 2.789 -0.853 0.082
C 0.861 2.347 -0.325 -0.031
H -0.366 0.354 -2.108 0.057
N 0.715 -0.485 1.762 0.086
H 2.040 -0.720 -0.530 0.062
H -1.922 -0.167 1.263 0.127
H -1.719 0.910 -0.243 0.118
C -1.361 0.078 0.359 -0.046
N 2.054 0.278 -0.746 0.170
H 0.187 -0.262 2.604 0.089
H 0.818 2.788 0.675 0.084
H 0.736 -1.497 1.649 0.075
C 1.046 0.861 -0.221 -0.447
H -0.057 2.584 -0.864 0.069
```



DFT (wB97M-V/def2-TZVPD) results for C5H11N3O6 in the gas phase.

total energy	-812.6170	hartree
energy above the lowest of the compared OMol25 structures with the same formula, charge and spin	0.00	kJ/mol
SMILES string	CCO[C@](O)(OC)C(=O)N(N)[N+](=O)[O-]

```
25
Properties=species:S:1:pos:R:3:lowdin_charge:R:1
H 1.219 -2.181 0.643 0.084
H 1.014 0.139 -2.827 0.127
O 1.481 -0.900 -0.937 -0.093
O 2.638 -2.375 3.737 0.116
H -0.679 1.072 2.062 0.098
N 1.779 -2.363 1.455 0.133
O 1.158 1.332 -0.511 0.062
N 2.696 -1.268 3.308 -0.369
O 3.098 -0.257 3.799 0.124
H -1.912 -0.032 1.379 0.166
C 2.035 0.094 1.298 -0.236
H 1.006 -1.786 -2.761 0.111
C -0.984 0.663 1.147 -0.228
H 1.728 1.856 0.108 0.132
C 1.061 0.072 -0.006 -0.536
H -2.491 1.948 0.350 0.090
C -1.393 1.845 0.290 -0.063
H -1.048 1.525 -0.686 0.070
O 2.368 1.167 1.740 0.117
N 2.204 -1.144 1.944 0.005
H -0.380 -0.788 -2.137 0.113
H 2.538 -2.912 1.278 0.072
C 0.786 -0.826 -2.156 -0.109
O -0.196 -0.331 0.515 -0.046
H -0.912 2.760 0.489 0.062
```



DFT (wB97M-V/def2-TZVPD) results for C5H11N3O6 in the gas phase.

total energy	-812.4652	hartree
spin multiplicity	3
<S²>	2.0078

```
25
Properties=species:S:1:pos:R:3:lowdin_charge:R:1
H -1.804 2.359 1.637 0.089
O 0.199 0.849 0.490 -0.066
O 0.401 -1.151 -0.664 -0.106
O 4.899 0.313 -1.320 0.036
H -0.053 -0.825 2.428 0.153
C 0.936 -2.479 -0.649 -0.049
H -1.632 -0.072 -0.337 0.153
C -2.181 1.471 1.075 -0.068
N 2.736 1.434 -0.682 0.256
H 0.386 -3.071 -1.461 0.114
C -1.162 0.950 -0.010 -0.175
H -3.092 1.739 0.733 0.025
C 2.117 -0.417 1.008 -0.317
H 1.027 -3.014 0.237 0.074
H 1.713 1.626 -0.598 0.137
N 4.246 -0.375 -0.577 -0.450
O -0.104 -1.166 1.492 0.051
H 1.919 -2.297 -1.221 0.106
H 3.052 1.419 -1.627 0.113
H -2.380 0.826 1.898 0.057
C 0.635 -0.426 0.537 -0.606
N 3.072 0.196 -0.145 0.096
O 2.623 -0.777 1.995 0.119
H -1.129 1.716 -0.945 0.159
O 4.482 -1.495 -0.209 0.099
```



DFT (wB97M-V/def2-TZVPD) results for C5H11N5 in the gas phase.

total energy	-470.8771	hartree
energy above the lowest of the compared OMol25 structures with the same formula, charge and spin	11.01	kJ/mol
SMILES string	N#C[C@H]1CN[C@H](N)N[C@H]1N

```
21
Properties=species:S:1:pos:R:3:lowdin_charge:R:1
C -1.498 -0.261 0.596 -0.492
H -0.128 1.046 1.648 0.130
H 0.577 -2.589 -0.498 0.126
N 3.561 -0.519 0.732 0.150
C 2.612 -0.552 0.074 -0.188
C 1.265 -0.523 -0.529 -0.236
H -3.128 1.024 0.505 0.095
N -0.472 0.798 0.717 0.037
H -0.031 0.930 -1.309 0.142
C 0.390 -1.645 -0.013 -0.191
H 1.256 -0.624 -1.588 0.125
H 0.631 -1.786 1.048 0.126
N -0.947 -1.237 -0.296 -0.026
N -2.709 0.194 0.054 0.056
H 1.943 2.245 -0.901 0.083
H -1.627 -1.984 -0.403 0.130
H -2.541 0.458 -0.907 0.071
C 0.507 0.856 -0.326 -0.423
N 1.336 2.006 -0.122 0.049
H 0.732 2.852 -0.052 0.097
H -1.727 -0.689 1.568 0.140
```



DFT (wB97M-V/def2-TZVPD) results for a gas-phase ion, C5H11NO (charge -1).

total energy	-327.0634	hartree
charge	-1
energy above the lowest of the compared OMol25 structures with the same formula, charge and spin	30.36	kJ/mol
spin multiplicity	2
<S²>	0.7503

```
18
Properties=species:S:1:pos:R:3:lowdin_charge:R:1
H 0.630 -2.582 0.739 0.096
H 1.662 -1.294 1.046 0.098
H 0.418 -1.965 -1.699 0.051
O 0.970 0.923 1.943 -0.002
H -1.097 -0.830 1.374 0.104
N -0.634 1.863 0.670 -0.005
C -1.390 1.917 -0.560 -0.447
H -0.353 2.656 1.191 0.094
H -2.431 1.597 -0.437 0.017
C 0.112 0.779 1.085 -0.554
C 1.252 -1.628 -1.069 -0.181
C 0.831 -1.560 0.383 -0.294
H -0.908 -0.536 -0.296 0.068
H -1.228 2.924 -0.965 0.013
H 2.077 -2.313 -1.251 0.055
H 1.412 -0.603 -1.423 0.053
C -0.324 -0.618 0.625 -0.182
H -0.999 1.272 -1.355 0.016
```



DFT (wB97M-V/def2-TZVPD) results for a gas-phase ion, C5H11NO (charge -1).

total energy	-327.0520	hartree
charge	-1
energy above the lowest of the compared OMol25 structures with the same formula, charge and spin	60.29	kJ/mol
spin multiplicity	2
<S²>	0.7534

```
18
Properties=species:S:1:pos:R:3:lowdin_charge:R:1
H 2.298 -1.954 -0.893 0.053
H -0.212 -0.414 1.311 0.103
H -1.149 -0.598 -1.106 0.102
C -2.174 0.337 0.995 -0.441
H -0.695 1.157 -1.224 0.106
C 0.956 -0.306 -1.220 -0.276
H 1.960 -1.038 0.596 0.059
O -2.918 -0.597 0.502 -0.267
H 0.747 -2.148 -0.075 0.076
H 0.956 -0.689 -2.252 0.087
C -0.437 0.187 -0.808 -0.202
H -0.047 1.755 2.095 0.041
C 1.529 -1.421 -0.327 -0.135
N -0.105 1.660 1.089 0.002
H 0.828 1.845 0.733 0.042
H -2.579 1.352 1.187 0.034
C -0.659 0.366 0.681 -0.471
H 1.702 0.505 -1.285 0.087
```



DFT (wB97M-V/def2-TZVPD) results for C5H11NO in the gas phase.

total energy	-327.0891	hartree
energy above the lowest of the compared OMol25 structures with the same formula, charge and spin	110.89	kJ/mol
SMILES string	CCN(C=O)CC

```
18
Properties=species:S:1:pos:R:3:lowdin_charge:R:1
H 1.316 -2.949 0.311 0.067
H -0.466 -1.525 1.336 0.107
C 1.024 1.792 -1.218 -0.084
H 1.055 -0.686 1.706 0.110
C -1.411 0.149 -0.140 -0.333
C 0.828 1.344 0.212 -0.202
H 0.441 2.111 0.883 0.117
H 1.421 2.808 -1.236 0.075
N -0.090 0.186 0.260 -0.117
H 2.125 -1.526 -0.269 0.065
C 1.147 -1.953 -0.087 -0.069
H 1.553 1.134 -1.891 0.072
H 1.757 1.024 0.672 0.109
H -1.684 0.879 -0.925 0.125
O -2.330 -0.501 0.297 0.029
H 0.523 -2.105 -0.974 0.081
H 0.044 1.800 -1.715 0.059
C 0.411 -1.047 0.905 -0.212
```



DFT (wB97M-V/def2-TZVPD) results for C5H11NO in the gas phase.

total energy	-327.1070	hartree
energy above the lowest of the compared OMol25 structures with the same formula, charge and spin	63.92	kJ/mol
SMILES string	CCCC(=O)NC

```
18
Properties=species:S:1:pos:R:3:lowdin_charge:R:1
C 0.281 -0.865 0.673 -0.499
H -0.223 1.666 -0.992 0.099
H 2.617 1.352 0.230 0.077
N -0.963 -1.319 0.982 0.016
H 1.235 1.490 1.177 0.057
C 0.716 1.125 -0.876 -0.234
H -3.089 -1.400 0.775 0.084
H 1.254 1.303 -1.813 0.101
C -2.171 -1.268 0.195 -0.101
O 1.108 -0.831 1.582 0.029
H -0.332 -0.610 -1.383 0.093
H -1.040 -1.447 1.987 0.144
H -2.230 -2.151 -0.450 0.084
H -2.355 -0.368 -0.385 0.079
H 1.683 2.847 -0.017 0.067
C 1.614 1.787 0.201 -0.103
H 1.379 -0.917 -1.147 0.125
C 0.515 -0.395 -0.738 -0.119
```